Formula: C24H40ClF12O11PS2
Source: OMol25
Level of theory: ωB97M-V with the def2-TZVPD basis set

Positions of all 91 atoms, in Å:
O 8.1537 -9.3247 -0.4174
F 10.4155 -10.6194 0.7981
H -4.6099 3.3721 0.7147
F 8.7938 -9.9524 2.0712
H -6.3715 6.3857 1.7148
C -5.4796 9.3206 7.7754
H 5.3649 -8.6250 -2.1875
H 3.5065 -1.2281 -3.6912
C 3.7697 -1.1448 -2.6357
O 1.1928 0.3378 -1.4085
F -1.3071 -0.4780 -6.2647
H 3.4709 -2.2480 -0.7993
C 3.2005 -2.3009 -1.8521
H 7.6429 -9.6645 -2.4049
F 8.9891 -12.0467 1.5775
H 2.1162 -2.3129 -1.9195
H 2.1555 -4.6908 -5.9621
H 7.7473 -7.9879 -1.8779
C 1.1947 -4.7588 -7.8890
C 5.1807 -5.3503 -2.5584
H -1.0247 1.1232 1.9897
C -0.1588 -2.5370 -6.2290
O 1.0731 -3.0070 -6.1961
C 8.2562 -10.6155 -0.1511
H -5.4404 3.7182 4.2114
O -1.2539 0.3010 -1.2078
H 0.2354 -4.5080 -8.3405
F 6.4727 -5.6193 -2.4049
Cl -3.1345 6.1474 1.5337
F 0.8218 -0.3979 -6.6106
H -1.6448 3.9259 0.9326
O -1.1667 -3.1520 -6.4158
C -4.3910 7.1852 5.8212
H 3.3710 -0.2125 -2.2467
C 7.3961 -8.9776 -1.5968
P -4.3507 3.2911 2.0924
O -0.1209 2.1963 -2.2557
H 1.0115 1.6079 0.8300
C -1.1507 1.8598 1.2020
H -3.7850 10.1681 6.7470
S -4.2156 1.0334 1.8485
O -5.4921 7.1814 5.3537
H -4.8517 5.1861 -0.6672
H -6.4617 5.8446 -0.7774
C 5.9118 -8.9615 -1.3105
H -1.5836 0.2787 -2.1212
C 0.1156 1.9614 0.3302
H -2.5260 4.1854 3.3857
F -2.5327 6.1995 4.7481
H -0.6124 3.6081 2.2945
H -6.4647 4.7125 1.2313
H -5.1485 6.9141 -0.3515
C 1.2067 -4.4280 -6.4133
H -6.6431 3.5717 2.9321
C 9.1274 -10.8139 1.1076
F 4.9013 -5.4234 -3.8653
H 0.2849 3.0074 0.0817
F 4.4782 -6.3044 -1.9334
F -2.8048 5.7278 6.8493
C -4.5347 9.3953 6.5975
C -1.4934 3.2396 1.7624
H -5.4970 0.7480 1.6090
H -4.9344 9.0727 8.6860
C -3.4397 5.9792 5.7068
H -2.5767 2.4404 3.4364
H 5.5564 -9.9564 -1.0430
C -5.5294 5.9072 -0.2156
O 5.5671 -3.4008 -1.2112
H 4.8576 -1.1216 -2.5623
S 0.0511 1.1873 -1.2624
C -5.8027 5.5824 1.2492
H -4.7516 5.5886 3.1215
C -4.5821 5.2267 2.1151
H -6.2404 8.5565 7.6200
F -4.1207 4.8834 5.3523
F 0.0593 -0.8198 -4.6251
O -3.7822 8.1691 6.4526
H -5.8498 2.1242 3.6271
H -5.9769 10.2795 7.9141
C -5.7222 3.1549 3.3229
O 3.6464 -3.5775 -2.3875
C 4.8367 -3.9664 -1.9693
H 1.3763 -5.8232 -8.0327
H 5.6913 -8.2925 -0.4795
C -0.1433 -1.0241 -5.9350
H 0.4193 -4.9541 -5.8756
H -5.0613 9.6104 5.6693
O 7.7952 -11.5254 -0.7743
H 1.9694 -4.1968 -8.4108
H -1.9670 1.5506 0.5587
C -2.6517 3.3015 2.7717

Computed properties:
- Structure (SMILES): CC[C@H](Cl)[PH](C)(S)CCCCS(=O)(=O)O.CCOC(=O)C(F)(F)F.CCOC(=O)C(F)(F)F.CCOC(=O)C(F)(F)F.CCOC(=O)C(F)(F)F
- Highest occupied orbital energy: -0.311 Ha
- Electronic energy: -4562.47930 a.u.

Formula: C21H27ClN2O5
Source: OMol25
Level of theory: ωB97M-V with the def2-TZVPD basis set

Positions of all 56 atoms, in Å:
H -0.8208 -4.7262 -6.2631
C 1.4823 -5.1328 -3.7841
H -1.6699 -0.5057 0.5167
N -4.6733 3.6155 -3.3764
O 2.1966 -6.1842 -4.2872
H -0.0782 1.1969 -0.2719
H -6.1092 3.2013 -1.9343
O -1.4022 -1.1190 -3.1614
H -1.4806 -1.0526 -5.6494
C -4.0633 -2.6378 -6.7516
H -0.7461 1.1040 -1.9059
C -2.4396 -1.1208 -6.1554
H -4.2878 -2.6247 -7.8217
H -2.5263 -0.4525 -1.0298
C 0.0784 -2.9386 -2.8145
C -3.7941 0.5764 -4.9108
H -0.3251 -6.3171 -5.6605
C -1.5466 -0.3620 -0.5583
H -3.4468 -1.3756 -4.3017
O -2.6576 -2.4677 -6.5500
O -3.0736 2.0113 -1.4267
H -2.3813 1.9683 0.5210
H -0.2685 -2.0680 -0.4039
H 2.0154 -7.4645 -2.6524
N -0.6916 -1.4304 -1.0536
C -0.0049 -5.2840 -5.8058
H -5.1836 -0.7647 -6.7285
H -4.5806 4.6103 -3.2294
C -0.7274 -1.7575 -2.3691
H -3.8627 3.8324 -0.8499
C -3.8917 3.1823 -4.4108
Cl 3.2662 -5.0814 -1.7469
H -2.4570 -0.4468 -7.0209
H 2.4578 -8.1905 -4.2147
C -0.2961 -3.5475 -4.0076
C 1.8698 -4.5091 -2.6024
H -1.1406 -3.1520 -4.5586
C -3.6214 -0.8316 -5.2315
H -4.6863 2.4013 -0.1975
C -2.0054 2.1030 -0.5047
C -0.9928 1.0293 -0.8460
C -4.1814 2.8066 -1.0859
C 0.3909 -4.6435 -4.5053
C 1.8339 -7.4452 -3.7286
H -4.3351 -3.6160 -6.3539
H -5.2885 1.7955 -2.6079
H 0.7812 -7.6665 -3.9233
C -5.1405 2.8185 -2.2617
H 0.8389 -5.3072 -6.4958
H 1.5311 -2.9349 -1.2105
H -1.5505 3.0997 -0.5618
O -3.2547 3.9539 -5.1006
C 1.1748 -3.4167 -2.1115
C -3.8910 1.7471 -4.6640
H -5.5756 -1.8239 -5.3728
C -4.7694 -1.4810 -6.0191

Computed properties:
- Structure (SMILES): COc1c(C)cc(C(=O)NCCCOCCNC(=O)C#C[C@H]2CCOC2)cc1Cl
- Highest occupied orbital energy: -0.337 Ha
- Electronic energy: -1762.27243 a.u.
- Energy above the lowest of the compared OMol25 structures with the same formula, charge and spin: 45.62 kcal/mol

Formula: C16H17BrN2O7W
Source: OMol25
Level of theory: ωB97M-V with the def2-TZVPD basis set

Positions of all 44 atoms, in Å:
H -0.0145 -0.8972 -3.7153
H -2.5663 0.2756 -1.4349
C -0.3703 -2.3459 0.9795
C -1.5601 -1.4685 4.4547
O -0.9927 1.5382 0.1422
C 3.6597 1.5904 2.2523
C -1.1536 -2.2299 3.3496
O -0.2543 -1.4307 -0.0843
C 1.6698 -0.2888 -2.5162
H 4.3163 3.5169 2.9481
C 2.6437 0.9441 1.5923
N -0.6035 -0.2501 2.0531
H -1.1969 -3.3151 3.3440
H 0.2943 0.8636 -3.7697
C -0.7125 -1.5731 2.2174
H -2.0188 -2.8649 5.7180
C 0.3333 -0.0320 -3.1497
Br 2.6644 -0.9044 1.2292
O -1.9826 -1.8970 5.5939
H 2.2824 4.6992 2.0874
C -2.0037 0.2457 -2.3613
H 0.5385 3.3876 0.9046
H 1.9486 2.3714 -2.6696
W 0.1966 0.3784 -0.0534
H -2.2341 -0.6562 -2.9229
H 2.4419 2.6414 -0.9723
H 4.5265 1.0455 2.6058
O -1.4789 2.9783 2.9686
C 2.3994 3.6298 1.9615
N 1.5370 1.5637 1.1274
O 1.7605 0.6983 -1.3962
H 2.5191 -0.1365 -3.1797
O -0.2289 -3.4962 0.8458
H -1.9581 0.5785 5.0818
C -1.0855 0.4737 3.1059
H 3.4865 1.6636 -2.0491
C -1.2752 1.8849 2.9851
O -0.5546 0.1812 -2.0021
H 1.7387 -1.2742 -2.0546
C 3.5328 2.9669 2.4377
C 1.4222 2.9130 1.3132
C -1.5602 -0.0474 4.2871
C 2.4674 1.9554 -1.8095
H -2.1547 1.1477 -2.9497

Computed properties:
- Net charge: +4
- Highest occupied orbital energy: -0.844 Ha
- Electronic energy: -3895.57387 a.u.
- Energy above the lowest of the compared OMol25 structures with the same formula, charge and spin: 0.37 kcal/mol

Formula: C5H12N2
Source: OMol25
Level of theory: ωB97M-V with the def2-TZVPD basis set

Positions of all 19 atoms, in Å:
H -2.1787 -1.6117 -0.2280
H 0.4798 0.4119 2.0789
C -1.3443 -1.2027 0.4097
H -2.6311 1.3158 0.0171
H 1.3881 1.5438 0.9522
C 1.1769 0.4457 1.2835
H 0.8470 1.7163 -1.4213
H 0.6853 -2.0993 0.9704
N 0.4588 0.0349 -0.0224
N -1.6240 1.1834 -0.3486
H 2.1622 -0.1234 1.4449
H -1.4824 -1.4451 1.4699
C 0.2373 -1.5242 0.1193
H -1.2139 1.8321 -0.9266
H 0.2096 -1.9484 -0.9272
H 2.1533 0.4091 -1.3388
C 1.0752 0.6759 -1.3260
H 0.5650 0.2409 -2.1425
C -0.9640 0.1450 -0.0645

Computed properties:
- Net charge: +2
- Structure (SMILES): C[N+]1(C)CCC1=[NH2+]
- Highest occupied orbital energy: -0.792 Ha
- Electronic energy: -306.45027 a.u.
- Energy above the lowest of the compared OMol25 structures with the same formula, charge and spin: 75.69 kcal/mol

> Which of these has the lowest highest occupied orbital energy?

C16H17BrN2O7W